# 1
{
  "formula": "C8H4Br2N2O2",
  "method": "the ωB97M-V functional and the def2-TZVPD basis",
  "charge": 0,
  "homo_lumo_gap_ev": 7.05,
  "symbols": ["C", "C", "C", "C", "C", "C", "C", "C", "N", "N", "O", "O", "Br", "Br", "H", "H", "H", "H"],
  "positions_angstrom": [[1.768, -0.215, 1.536], [-0.697, 0.847, 1.934], [-0.963, 1.657, -0.598], [0.835, -1.323, -0.492], [-0.976, 0.504, -1.405], [0.630, -1.027, 0.996], [0.330, -0.262, -1.518], [-0.666, -0.296, 1.251], [2.705, 0.380, 1.865], [-0.771, 1.938, 2.318], [-1.025, 2.488, 0.153], [1.322, -2.348, -0.916], [1.724, 1.138, -1.682], [-2.294, -1.477, 1.261], [-1.813, -0.106, -1.182], [-1.298, 0.896, -2.368], [0.679, -2.004, 1.358], [0.510, -0.792, -2.512]]
}


# 2
{
  "formula": "C8H4BrClN2OS",
  "method": "the ωB97M-V functional and the def2-TZVPD basis",
  "charge": 0,
  "homo_lumo_gap_ev": 6.83,
  "smiles": "O=C(Cl)Cc1ccc2nsnc2c1Br",
  "symbols": ["O", "C", "Cl", "C", "C", "C", "C", "C", "N", "S", "N", "C", "C", "Br", "H", "H", "H", "H"],
  "positions_angstrom": [[3.506, -0.700, 1.142], [3.006, 0.398, 0.537], [3.244, 2.014, 1.418], [2.190, 0.216, -0.909], [0.628, -0.105, -0.496], [0.227, -1.685, -0.230], [-1.348, -1.968, 0.236], [-2.359, -0.645, 0.378], [-3.814, -0.626, 0.789], [-4.384, 1.055, 0.732], [-2.989, 2.024, 0.267], [-1.948, 0.927, 0.088], [-0.385, 1.178, -0.345], [0.162, 3.115, -0.651], [2.290, 1.145, -1.613], [2.661, -0.703, -1.490], [1.005, -2.566, -0.330], [-1.693, -3.074, 0.478]]
}


# 3
{
  "formula": "C8H4F7N3O8S6SbTa",
  "method": "the ωB97M-V functional and the def2-TZVPD basis",
  "charge": 0,
  "homo_lumo_gap_ev": 6.34,
  "symbols": ["Ta", "F", "C", "F", "F", "S", "O", "O", "N", "S", "O", "O", "C", "F", "F", "F", "S", "Sb", "S", "S", "S", "F", "C", "C", "N", "C", "C", "O", "O", "C", "O", "N", "C", "O", "H", "H", "H", "H"],
  "positions_angstrom": [[0.890, 1.116, -0.708], [-0.835, 5.491, 0.407], [-1.030, 4.235, 0.703], [-1.793, 3.646, -0.184], [-1.544, 4.099, 1.901], [0.631, 3.364, 0.808], [0.246, 1.950, 1.133], [1.440, 4.084, 1.713], [1.312, 3.229, -0.721], [0.547, 3.394, -2.183], [-0.187, 4.589, -2.381], [-0.080, 2.042, -2.361], [2.031, 3.411, -3.329], [2.723, 4.491, -3.045], [2.751, 2.333, -3.156], [1.530, 3.459, -4.543], [4.704, -1.043, -2.403], [3.033, -1.399, -0.981], [1.017, -0.602, -2.232], [2.900, 0.769, 0.328], [2.567, -3.167, 0.267], [0.706, -4.460, 3.274], [-0.273, -4.183, 2.415], [-0.609, -2.931, 2.129], [-1.638, -2.631, 1.243], [-2.046, -1.260, 1.012], [-0.980, -0.426, 0.362], [-1.296, 0.530, -0.415], [0.240, -0.615, 0.573], [-2.340, -3.624, 0.582], [-3.241, -3.398, -0.196], [-1.932, -4.905, 0.891], [-0.955, -5.315, 1.800], [-0.739, -6.481, 2.016], [-0.077, -2.096, 2.558], [-2.328, -0.775, 1.952], [-2.917, -1.277, 0.362], [-2.427, -5.643, 0.410]]
}